Entry 1:
{"formula": "C16H48BF4O8", "method": "ωB97M-V/def2-TZVPD", "homo_ev": -7.1, "e_above_lowest_ev": 10.172, "total_charge": -1, "orbital_gap_ev": 9.60, "elements": ["F", "F", "F", "F", "O", "O", "O", "O", "O", "O", "O", "O", "C", "C", "C", "C", "C", "C", "C", "C", "C", "C", "C", "C", "C", "C", "C", "C", "B", "H", "H", "H", "H", "H", "H", "H", "H", "H", "H", "H", "H", "H", "H", "H", "H", "H", "H", "H", "H", "H", "H", "H", "H", "H", "H", "H", "H", "H", "H", "H", "H", "H", "H", "H", "H", "H", "H", "H", "H", "H", "H", "H", "H", "H", "H", "H", "H"], "xyz": [[-178.314, -81.217, -83.610], [-176.377, -80.427, -84.265], [-176.458, -82.617, -83.797], [-176.638, -81.061, -82.161], [-176.235, -80.714, -79.312], [-174.084, -86.589, -84.200], [-178.482, -76.229, -85.209], [-177.267, -80.424, -87.081], [-180.371, -80.771, -82.073], [-177.253, -83.813, -80.950], [-173.559, -82.640, -84.881], [-173.871, -80.578, -82.912], [-178.547, -80.842, -87.275], [-173.591, -79.279, -82.848], [-173.160, -82.372, -87.226], [-173.873, -81.785, -85.996], [-179.175, -80.205, -88.517], [-178.456, -84.144, -81.514], [-181.179, -79.498, -80.078], [-172.043, -79.351, -82.316], [-174.747, -80.065, -77.575], [-178.951, -85.386, -80.786], [-174.868, -80.620, -79.034], [-175.372, -85.956, -83.946], [-176.399, -77.246, -85.461], [-180.045, -79.986, -80.901], [-176.372, -86.938, -83.567], [-177.879, -77.379, -85.495], [-176.920, -81.300, -83.446], [-179.586, -80.909, -82.546], [-174.464, -81.713, -79.202], [-176.316, -80.931, -80.194], [-174.349, -80.019, -79.641], [-174.867, -80.446, -83.205], [-174.718, -81.054, -76.882], [-171.469, -80.177, -82.677], [-174.376, -82.392, -84.553], [-173.563, -85.886, -84.428], [-172.154, -79.436, -81.019], [-175.144, -85.321, -83.228], [-173.739, -79.812, -77.580], [-178.410, -80.552, -89.253], [-181.377, -80.434, -79.584], [-179.486, -79.055, -81.287], [-179.191, -80.421, -86.462], [-179.542, -80.654, -80.287], [-178.417, -84.287, -82.714], [-180.725, -78.753, -79.351], [-172.058, -82.247, -86.891], [-178.773, -81.899, -87.141], [-177.381, -86.409, -83.162], [-173.974, -78.656, -82.172], [-176.855, -87.640, -84.200], [-176.882, -80.349, -86.211], [-173.530, -78.643, -83.821], [-178.061, -78.309, -84.928], [-175.001, -81.707, -86.077], [-173.458, -81.897, -88.160], [-178.157, -77.745, -86.500], [-175.402, -79.337, -77.470], [-177.043, -83.065, -81.227], [-179.266, -79.098, -88.487], [-178.904, -75.807, -85.978], [-179.150, -83.169, -81.314], [-176.058, -76.919, -84.396], [-179.218, -85.179, -79.553], [-171.385, -78.363, -82.340], [-180.112, -80.717, -88.670], [-173.443, -83.290, -87.478], [-175.750, -85.316, -84.817], [-176.005, -78.054, -86.067], [-175.851, -76.371, -86.344], [-178.300, -86.280, -81.054], [-176.052, -87.572, -82.633], [-173.438, -80.863, -85.794], [-179.920, -85.527, -81.003], [-182.114, -79.110, -80.676]], "forces_ev_per_angstrom": [[-0.36, -0.33, -0.38], [1.97, 2.75, -2.30], [-0.14, 0.48, 0.07], [0.72, 0.48, 2.52], [-0.36, 1.17, 2.44], [-2.84, -2.65, 0.28], [-2.64, 3.08, 1.26], [2.23, 0.40, -1.66], [-2.97, 0.94, 2.06], [-1.30, -10.07, 3.83], [1.23, -0.12, -1.85], [-5.46, -0.79, -1.33], [-3.44, 1.84, 2.77], [8.11, 1.59, -2.75], [1.70, 4.40, 1.60], [-0.35, -2.21, -1.83], [2.15, -1.14, -0.35], [-2.37, 1.73, -0.98], [-1.37, 0.57, -0.39], [-0.59, 3.25, 4.20], [2.99, -7.90, -1.24], [2.04, 0.81, 3.05], [-1.53, -4.26, 3.09], [0.19, -1.31, -4.64], [2.70, 3.35, -1.84], [0.65, 2.21, -3.76], [-3.38, -0.78, 4.73], [1.66, -2.99, -2.83], [-2.28, -3.48, -0.26], [1.87, -0.33, -1.13], [-0.04, 2.00, 0.77], [-0.59, -0.71, -3.10], [1.71, 2.50, -2.76], [2.57, -1.65, 0.76], [-0.96, 2.72, -1.03], [0.08, -0.56, -0.32], [-2.47, -0.57, 3.36], [2.49, 2.70, -0.98], [0.39, -0.26, -3.73], [0.20, 3.10, 3.69], [1.81, 1.34, 0.64], [-0.97, 0.77, -0.47], [-1.35, 0.09, 0.92], [-0.04, -1.52, 0.77], [0.38, -0.27, 0.07], [1.97, -0.56, 1.27], [-0.01, 0.15, 2.60], [-1.00, -0.79, -0.79], [-1.58, -0.57, -1.39], [0.62, -0.47, -0.71], [2.44, -0.63, -0.74], [-2.77, 1.98, 3.01], [0.49, -0.53, -1.49], [-0.70, -0.41, 0.73], [-0.49, -1.41, 0.83], [-0.78, 0.78, 0.87], [1.25, -0.01, -0.26], [0.63, 1.07, 0.05], [0.07, 0.20, 0.01], [-3.04, 3.20, 1.16], [3.36, 10.43, -3.83], [0.14, -0.87, 0.09], [0.43, -0.61, 0.56], [0.83, -2.46, -0.73], [0.01, -1.16, -2.11], [1.89, -0.58, -3.17], [-1.50, -1.84, -0.49], [-0.40, 0.14, -0.36], [-0.79, -4.47, -0.02], [0.70, -0.95, 0.74], [0.68, -0.96, 1.29], [-2.13, -1.74, 2.80], [-0.89, 1.08, 0.93], [-0.29, 1.17, -1.62], [0.40, 2.09, 0.25], [-3.53, -1.10, -1.72], [1.94, -0.57, 1.25]]}


Entry 2:
{"formula": "C5H12O", "method": "ωB97M-V/def2-TZVPD", "homo_ev": -9.4, "e_above_lowest_ev": 2.200, "orbital_gap_ev": 10.61, "elements": ["O", "C", "C", "C", "C", "C", "H", "H", "H", "H", "H", "H", "H", "H", "H", "H", "H", "H"], "xyz": [[-0.893, -0.334, 0.547], [0.401, 0.123, 0.195], [2.868, -0.242, 0.079], [-2.814, 0.145, -0.669], [-2.018, 0.762, 0.442], [1.499, -0.938, -0.003], [-3.818, -0.224, -0.411], [2.986, 0.259, 1.048], [0.356, 0.736, -0.721], [3.701, -0.944, -0.032], [-1.952, -0.636, -0.599], [2.979, 0.525, -0.699], [-2.824, 0.678, -1.628], [-1.521, 1.704, 0.205], [1.406, -1.449, -0.972], [1.432, -1.710, 0.772], [-2.499, 0.784, 1.423], [0.714, 0.762, 1.023]], "forces_ev_per_angstrom": [[-0.16, 1.10, 0.85], [0.20, 0.52, 0.22], [-0.03, 0.02, 0.01], [0.77, -0.92, -0.17], [1.60, -0.83, 0.49], [-0.24, 0.02, 0.10], [0.50, 0.10, -0.03], [-0.01, -0.10, -0.15], [-0.03, -0.03, 0.14], [-0.22, 0.05, -0.02], [-2.59, -0.32, -2.01], [-0.07, -0.14, 0.11], [0.03, -0.03, 0.39], [-0.09, -0.06, 0.15], [-0.15, 0.14, 0.21], [-0.07, 0.14, -0.04], [0.21, 0.05, -0.19], [0.36, 0.31, -0.08]]}


Entry 3:
{"formula": "C27H32ClN5S", "method": "ωB97M-V/def2-TZVPD", "homo_ev": -7.7, "orbital_gap_ev": 8.14, "elements": ["Cl", "S", "N", "N", "N", "N", "N", "C", "C", "C", "C", "C", "C", "C", "C", "C", "C", "C", "C", "C", "C", "C", "C", "C", "C", "C", "C", "C", "C", "C", "C", "C", "C", "C", "H", "H", "H", "H", "H", "H", "H", "H", "H", "H", "H", "H", "H", "H", "H", "H", "H", "H", "H", "H", "H", "H", "H", "H", "H", "H", "H", "H", "H", "H", "H", "H"], "xyz": [[-5.567, 2.864, -0.694], [3.545, -1.956, -2.166], [-0.650, 1.532, 0.157], [1.756, -0.890, -0.425], [4.020, -0.297, -0.248], [-1.090, -0.634, 0.486], [-5.955, -0.020, -0.145], [-8.313, 0.491, 0.162], [-0.142, 0.358, 0.402], [8.664, 1.467, 0.668], [-6.931, 0.475, 0.807], [7.389, 1.757, 1.140], [-2.003, 1.349, 0.081], [6.284, 1.088, 0.656], [7.700, -0.195, -0.791], [8.800, 0.480, -0.301], [-8.679, -0.915, -0.301], [-4.310, 1.757, -0.244], [-3.598, -0.498, 0.237], [6.421, 0.103, -0.323], [-6.226, -1.388, -0.525], [-2.301, -0.016, 0.282], [-1.350, -2.315, 2.265], [-4.634, 0.397, -0.023], [1.332, 0.150, 0.512], [-1.143, -3.783, 2.612], [-3.028, 2.250, -0.186], [-0.927, -2.025, 0.820], [1.789, -0.204, 1.930], [9.858, 2.218, 1.173], [5.168, -1.440, -1.875], [5.232, -0.567, -0.830], [-7.585, -1.443, -1.223], [3.056, -0.921, -0.812], [9.995, 3.130, 0.591], [9.784, 0.237, -0.677], [-0.095, -4.057, 2.510], [7.263, 2.519, 1.896], [1.094, -1.120, -1.152], [1.410, -1.174, 2.237], [-8.771, -1.572, 0.569], [-7.799, -2.471, -1.524], [1.797, 1.107, 0.237], [-6.952, -0.180, 1.696], [-1.541, -2.619, 0.134], [5.296, 1.319, 1.021], [7.837, -0.959, -1.541], [0.118, -2.305, 0.676], [1.439, 0.556, 2.624], [9.725, 2.503, 2.215], [-8.292, 1.167, -0.695], [-2.817, 3.290, -0.370], [-6.651, 1.475, 1.135], [10.762, 1.621, 1.081], [-3.812, -1.541, 0.403], [-2.401, -2.048, 2.392], [-1.728, -4.420, 1.952], [2.874, -0.232, 1.947], [-9.639, -0.908, -0.820], [-1.449, -3.977, 3.636], [5.952, -1.812, -2.501], [-6.240, -2.062, 0.350], [-9.048, 0.864, 0.877], [-5.449, -1.723, -1.214], [-7.540, -0.824, -2.121], [-0.769, -1.687, 2.942]], "forces_ev_per_angstrom": [[-0.14, 0.22, -0.13], [0.01, 0.44, 0.58], [0.57, 0.32, -0.01], [-0.59, 0.01, -0.06], [-0.26, 0.51, 0.55], [0.05, 0.24, -0.18], [-0.14, -0.11, -0.16], [0.04, -0.16, 0.25], [0.00, 0.30, -0.20], [-0.05, -0.02, 0.04], [-0.24, 0.25, 0.10], [0.16, -0.01, -0.03], [-0.38, -0.81, 0.17], [-0.06, -0.13, -0.14], [-0.19, 0.05, 0.06], [0.01, 0.02, 0.01], [0.03, 0.17, -0.22], [0.08, 0.06, 0.04], [-0.19, -0.08, 0.04], [0.39, 0.28, 0.24], [-0.09, -0.04, -0.37], [-0.12, 0.78, -0.18], [0.08, -0.17, -0.18], [0.39, -0.01, 0.04], [0.30, -0.01, 0.35], [-0.06, 0.23, 0.00], [0.10, -0.22, 0.08], [-0.09, -0.34, 0.49], [-0.01, 0.14, -0.15], [-0.02, 0.05, -0.05], [-0.09, 0.15, 0.21], [-0.15, -0.73, -0.85], [0.01, -0.19, 0.25], [0.35, -0.84, -0.96], [0.08, 0.07, 0.02], [0.10, -0.03, -0.02], [0.11, -0.09, 0.00], [-0.01, 0.07, 0.08], [0.06, 0.10, 0.04], [-0.08, -0.13, 0.05], [-0.05, -0.05, 0.04], [0.00, -0.03, -0.05], [-0.18, -0.17, 0.01], [0.03, 0.04, 0.00], [0.11, 0.01, 0.00], [-0.06, 0.02, 0.04], [0.02, -0.09, -0.08], [-0.11, 0.01, -0.05], [-0.03, 0.07, 0.12], [0.05, 0.03, 0.07], [0.01, 0.08, -0.01], [-0.02, 0.13, -0.04], [-0.01, -0.11, 0.03], [0.08, 0.00, 0.03], [-0.09, -0.13, 0.04], [0.01, 0.08, 0.03], [-0.05, -0.13, -0.05], [0.04, -0.01, 0.07], [-0.04, -0.06, 0.05], [-0.01, -0.10, 0.07], [0.25, -0.01, -0.12], [0.07, -0.02, -0.02], [-0.03, 0.05, 0.01], [-0.01, -0.02, 0.09], [0.04, -0.02, -0.07], [-0.03, 0.08, -0.03]]}